{
  "formula": "C20H27AuN6OS2",
  "method": "the ωB97M-V functional and the def2-TZVPD basis",
  "total_charge": 2,
  "homo_lumo_gap_ev": 6.927,
  "e_homo_ha": -0.51626,
  "lumo_energy_ev": -7.121,
  "spin_multiplicity": 1,
  "species": ["Au", "N", "C", "S", "N", "N", "C", "C", "C", "C", "C", "C", "C", "C", "C", "C", "C", "C", "N", "H", "H", "H", "H", "H", "H", "H", "H", "H", "H", "H", "C", "N", "C", "S", "N", "C", "H", "H", "H", "H", "H", "H", "H", "H", "C", "C", "C", "O", "C", "H", "H", "H", "H", "H", "H", "H", "H"],
  "coordinates": [[-0.078, 0.798, 0.205], [-1.597, -1.092, 3.720], [-1.169, -0.731, 2.510], [-0.801, 1.007, 2.339], [-1.071, -1.628, 1.570], [-0.619, -1.130, 0.385], [-0.685, -1.814, -0.718], [-1.302, -3.138, -0.858], [-2.156, -3.341, -1.949], [-2.797, -4.556, -2.115], [-2.570, -5.585, -1.211], [-1.715, -5.394, -0.134], [-1.092, -4.172, 0.056], [-0.037, -1.152, -1.889], [0.342, -1.839, -3.026], [1.022, -1.163, -4.033], [1.318, 0.180, -3.877], [0.940, 0.811, -2.705], [0.279, 0.161, -1.748], [-1.671, -0.432, 4.474], [-1.911, -2.038, 3.869], [-2.349, -2.540, -2.653], [-3.470, -4.700, -2.949], [-3.063, -6.539, -1.346], [-1.536, -6.199, 0.565], [-0.433, -4.027, 0.898], [0.117, -2.892, -3.115], [1.323, -1.690, -4.928], [1.849, 0.735, -4.638], [1.160, 1.853, -2.517], [-3.477, 4.039, 0.682], [-2.157, 3.620, 0.197], [-0.958, 3.875, 0.684], [0.446, 3.049, -0.017], [-0.678, 4.739, 1.638], [-1.503, 5.795, 2.239], [-4.196, 3.300, 0.338], [-3.757, 5.012, 0.285], [-3.497, 4.050, 1.767], [-2.146, 3.053, -0.635], [0.280, 4.696, 1.954], [-2.228, 6.170, 1.526], [-0.838, 6.612, 2.505], [-2.003, 5.436, 3.136], [4.460, -1.001, 0.671], [4.771, 0.486, 0.831], [3.440, 1.052, 1.306], [2.418, 0.158, 0.795], [3.043, -0.958, 0.132], [4.478, -1.504, 1.638], [5.146, -1.515, 0.001], [5.056, 0.921, -0.129], [5.573, 0.680, 1.540], [3.244, 2.058, 0.933], [3.360, 1.059, 2.394], [3.038, -0.787, -0.952], [2.458, -1.851, 0.356]],
  "mulliken_charge": [0.8508, -0.4011, 0.6753, -0.4692, -1.1609, 0.4511, 0.8758, -0.1342, -0.2527, -0.8775, -0.4233, -0.8293, -0.1356, 0.7681, -0.5161, -0.6748, -0.8326, -0.0445, -0.1303, 0.1926, 0.2372, 0.5327, 0.4187, 0.4254, 0.4155, 0.4756, 0.6039, 0.4875, 0.4626, 0.4285, -1.1110, -0.1100, 0.5626, -0.4174, -0.1476, -0.9992, 0.3575, 0.3734, 0.4008, 0.2249, 0.2712, 0.3579, 0.3440, 0.3520, -0.6555, -0.6373, -0.4688, -0.1128, -0.2701, 0.2827, 0.3828, 0.2658, 0.3735, 0.2510, 0.2907, 0.2083, 0.2113]
}

***

{
  "formula": "C20H27BCrN11O5S",
  "method": "the ωB97M-V functional and the def2-TZVPD basis",
  "total_charge": 0,
  "homo_lumo_gap_ev": [6.967, 7.953],
  "e_homo_ha": [-0.25500, -0.32323],
  "lumo_energy_ev": [0.028, -0.842],
  "spin_multiplicity": 6,
  "species": ["Cr", "C", "C", "C", "C", "N", "N", "B", "N", "C", "C", "C", "C", "N", "N", "C", "C", "C", "C", "N", "N", "C", "C", "C", "C", "N", "H", "H", "H", "H", "H", "H", "H", "H", "H", "H", "H", "H", "H", "H", "H", "H", "H", "H", "H", "H", "O", "S", "O", "O", "O", "C", "N", "C", "C", "O", "N", "C", "N", "H", "H", "H", "H", "H", "H", "H"],
  "coordinates": [[-0.698, 0.343, -0.945], [-1.398, -1.996, -3.383], [-0.289, -2.215, -2.543], [0.349, -3.454, -2.112], [1.337, -3.040, -1.282], [1.313, -1.723, -1.086], [0.297, -1.189, -1.775], [1.862, -1.098, 0.248], [0.689, -1.114, 1.255], [0.524, -1.837, 2.415], [-0.683, -1.460, 3.000], [-1.275, -0.493, 2.188], [-2.590, 0.213, 2.450], [-0.374, -0.175, 1.153], [2.097, 0.394, -0.162], [3.109, 1.187, 0.248], [2.914, 2.509, -0.261], [1.722, 2.414, -0.934], [1.182, 3.478, -1.835], [1.159, 1.216, -0.816], [3.185, -1.740, 0.856], [4.437, -1.664, 0.322], [5.202, -2.760, 0.741], [4.275, -3.504, 1.610], [4.542, -4.655, 2.500], [3.107, -2.889, 1.649], [-1.657, -2.775, -4.088], [-3.071, -2.493, -2.651], [-1.761, -0.984, -3.489], [0.185, -4.440, -2.532], [2.193, -3.545, -0.851], [1.216, -2.541, 2.794], [-1.092, -1.666, 3.975], [-3.092, 0.507, 1.491], [-3.236, -0.610, 2.947], [-2.475, 1.050, 3.134], [3.808, 0.858, 0.945], [3.642, 3.303, -0.402], [0.382, 3.042, -2.452], [0.852, 4.340, -1.291], [2.011, 3.792, -2.559], [4.811, -0.858, -0.338], [6.171, -3.092, 0.534], [3.631, -4.998, 2.969], [5.148, -5.427, 2.021], [5.236, -4.272, 3.357], [-3.850, -2.373, -2.011], [-3.166, -1.805, -0.632], [-4.298, -1.573, 0.211], [-2.224, -2.781, -0.119], [-2.510, -0.464, -1.031], [-3.602, 4.967, 0.560], [-3.037, 3.913, -0.190], [-3.800, 3.373, -1.309], [-2.764, 2.399, -1.901], [-2.845, 1.874, -2.983], [-1.800, 2.154, -0.862], [-1.954, 3.123, 0.044], [-1.123, 3.404, 1.057], [-3.303, 5.946, 0.128], [-3.349, 4.922, 1.613], [-4.697, 4.870, 0.443], [-4.137, 4.284, -1.910], [-4.714, 2.886, -1.020], [-0.385, 2.734, 1.252], [-1.336, 4.207, 1.646]],
  "mulliken_charge": [-0.1436, -1.9649, 1.1631, -1.5582, 0.0005, 0.9593, -0.3875, 0.1693, 0.8800, -0.3017, -1.3681, 0.5772, -1.1257, 0.0172, 0.4706, -0.2797, -1.4639, 0.6741, -1.4205, 0.0654, 0.5170, -0.2751, -1.1538, 0.7821, -1.2695, -0.9758, 0.5065, 0.4260, 0.4864, 0.4391, 0.4665, 0.5475, 0.4569, 0.0828, 0.3581, 0.3005, 0.7833, 0.4084, 0.1725, 0.2609, 0.4199, 0.4767, 0.4949, 0.3524, 0.3306, 0.2236, -0.5682, 1.2640, -0.6555, -0.6326, -0.4636, -1.1557, 0.0580, -0.5332, 0.0561, -0.5984, 0.6514, 0.0331, -0.2514, 0.2938, 0.4598, 0.3495, 0.4032, 0.3628, 0.1524, 0.1933]
}

***

{
  "formula": "C20H27BF2N4OPtS",
  "method": "the ωB97M-V functional and the def2-TZVPD basis",
  "total_charge": 0,
  "homo_lumo_gap_ev": [6.026, 6.536],
  "e_homo_ha": [-0.22612, -0.27325],
  "lumo_energy_ev": [-0.127, -0.899],
  "spin_multiplicity": 3,
  "species": ["Pt", "C", "C", "N", "N", "C", "N", "S", "C", "C", "C", "C", "C", "N", "H", "H", "H", "H", "H", "H", "H", "H", "H", "H", "F", "B", "F", "C", "C", "C", "C", "C", "C", "C", "C", "C", "C", "C", "C", "O", "H", "H", "H", "H", "H", "H", "H", "H", "H", "H", "H", "H", "H", "H", "H", "H", "H"],
  "coordinates": [[0.446, -0.717, 0.107], [0.809, -4.916, -1.048], [0.377, -3.526, -0.687], [1.198, -2.603, -0.119], [2.483, -2.982, 0.159], [3.394, -2.232, 0.724], [4.577, -2.834, 1.031], [3.221, -0.568, 1.072], [-0.944, -3.090, -0.937], [-1.916, -3.835, -1.648], [-3.160, -3.297, -1.854], [-3.477, -2.022, -1.358], [-2.497, -1.337, -0.678], [-1.282, -1.852, -0.465], [1.617, -5.305, -0.426], [1.131, -4.991, -2.092], [-0.017, -5.610, -0.903], [2.752, -3.913, -0.122], [4.578, -3.809, 1.288], [5.243, -2.259, 1.520], [-1.669, -4.806, -2.053], [-3.897, -3.857, -2.417], [-4.449, -1.575, -1.510], [-2.654, -0.343, -0.275], [2.462, 1.328, -0.753], [2.267, -0.007, -0.645], [2.717, -0.747, -1.712], [-1.407, 3.539, -2.475], [-0.194, 2.716, -2.012], [-0.381, 1.282, -2.501], [0.045, 2.991, -0.525], [0.551, 4.261, -0.240], [0.739, 4.708, 1.054], [0.377, 3.870, 2.098], [-0.119, 2.591, 1.863], [-0.581, 1.781, 3.066], [0.284, 0.561, 3.382], [-2.060, 1.392, 2.975], [-0.232, 2.133, 0.541], [-0.714, 0.876, 0.328], [-1.531, 3.465, -3.559], [-1.309, 4.593, -2.212], [-2.317, 3.159, -2.000], [0.689, 3.106, -2.527], [-1.301, 0.841, -2.113], [0.447, 0.632, -2.230], [-0.439, 1.294, -3.594], [0.806, 4.913, -1.071], [1.138, 5.698, 1.247], [0.469, 4.215, 3.123], [-0.478, 2.459, 3.917], [0.232, -0.180, 2.586], [-0.062, 0.079, 4.302], [1.332, 0.843, 3.517], [-2.220, 0.685, 2.160], [-2.681, 2.271, 2.790], [-2.392, 0.931, 3.910]],
  "mulliken_charge": [0.7375, -1.8563, 0.9626, 0.1836, -0.4526, 0.7794, -0.5150, -0.4335, 0.4400, -1.0050, -0.3128, -1.0522, -0.0720, -0.0845, 0.5318, 0.2980, 0.4528, 0.1422, 0.2035, 0.2576, 0.2728, 0.4097, 0.4186, 0.5102, -0.1915, 0.3556, -0.2302, -1.5036, 0.5624, -1.2007, 0.4659, -0.9769, -1.1949, -0.8595, 0.7779, 0.4340, -1.0824, -1.3469, 0.7473, -0.9636, 0.4172, 0.4191, 0.3015, 0.4571, 0.1250, 0.0144, 0.4945, 0.4494, 0.3860, 0.3506, 0.5113, -0.0828, 0.4697, 0.2493, 0.0440, 0.3332, 0.4508]
}

***

{
  "formula": "C20H27BN6O8S2Zr",
  "method": "the ωB97M-V functional and the def2-TZVPD basis",
  "total_charge": 0,
  "homo_lumo_gap_ev": 8.570,
  "e_homo_ha": -0.32884,
  "lumo_energy_ev": -0.378,
  "spin_multiplicity": 1,
  "species": ["Zr", "O", "B", "O", "C", "C", "C", "C", "C", "C", "H", "H", "H", "H", "O", "S", "O", "O", "S", "C", "C", "C", "C", "C", "C", "O", "N", "C", "O", "N", "C", "O", "H", "H", "H", "H", "H", "H", "H", "H", "H", "H", "H", "C", "N", "C", "N", "C", "N", "C", "N", "C", "C", "H", "H", "H", "H", "H", "H", "H", "H", "H", "H", "H", "H"],
  "coordinates": [[1.009, -0.877, -0.134], [2.524, 1.338, 1.860], [1.559, 0.328, 1.774], [1.071, 0.067, 3.073], [1.740, 0.917, 3.924], [1.608, 1.044, 5.286], [2.417, 2.002, 5.898], [3.306, 2.778, 5.156], [3.422, 2.631, 3.774], [2.615, 1.683, 3.190], [0.915, 0.431, 5.849], [2.353, 2.142, 6.969], [3.920, 3.511, 5.663], [4.110, 3.225, 3.185], [2.254, -1.732, -1.598], [2.258, -3.040, -0.799], [2.108, -2.403, 0.620], [3.435, -3.810, -0.954], [0.517, -3.856, -1.139], [-1.316, 3.006, -2.582], [-1.157, 1.993, -3.707], [0.138, 1.157, -3.672], [0.138, 0.162, -4.848], [1.391, -0.707, -4.931], [1.334, 2.100, -3.832], [1.434, 2.820, -4.793], [2.325, 2.061, -2.859], [2.227, 1.342, -1.684], [3.168, 1.061, -0.982], [0.955, 0.881, -1.350], [0.176, 0.414, -2.368], [-0.498, -0.592, -2.109], [-2.262, 3.537, -2.689], [-0.516, 3.750, -2.601], [-1.311, 2.538, -1.594], [-1.147, 2.504, -4.669], [-1.991, 1.289, -3.711], [0.019, 0.750, -5.757], [-0.746, -0.466, -4.734], [2.286, -0.104, -5.107], [1.309, -1.412, -5.759], [1.543, -1.290, -4.022], [3.206, 2.509, -3.066], [-1.720, -0.090, 1.384], [-1.144, -1.315, 0.700], [-2.228, -1.827, -0.227], [-3.451, -2.130, 0.486], [-3.936, -0.912, 1.136], [-2.954, -0.379, 2.084], [-2.685, -1.413, 3.095], [-2.186, -2.651, 2.485], [-0.953, -2.371, 1.781], [-3.177, -3.134, 1.521], [-1.897, 0.664, 0.617], [-0.993, 0.280, 2.095], [-1.845, -2.712, -0.720], [-2.415, -1.062, -0.971], [-4.860, -1.132, 1.670], [-4.142, -0.159, 0.373], [-3.609, -1.626, 3.632], [-1.944, -1.037, 3.801], [-0.588, -3.269, 1.298], [-0.209, -2.004, 2.484], [-4.102, -3.363, 2.049], [-2.803, -4.043, 1.050]],
  "mulliken_charge": [0.1542, -0.4401, 0.7307, -0.0084, 0.4651, -0.9943, -0.6453, -0.4925, -1.0488, 0.7869, 0.5059, 0.4021, 0.3915, 0.5045, -0.5770, 0.9793, -0.6211, -0.6057, -0.2712, -1.0459, -1.4051, 2.7452, -1.2174, -1.1251, -0.2804, -0.5981, 0.1216, 0.2838, -0.5138, -0.4221, 0.4565, -0.8546, 0.4881, 0.2972, 0.0735, 0.4735, 0.4476, 0.5082, 0.4038, 0.2861, 0.4764, 0.1788, 0.2907, -0.6475, 1.8279, -1.0984, 0.1317, -0.6934, 0.0891, -0.7002, 0.0791, -0.6684, -0.6568, -0.0445, 0.2428, 0.2263, 0.2062, 0.3349, 0.3416, 0.3370, 0.3345, 0.3518, 0.0537, 0.3269, 0.3414]
}

***

{
  "formula": "C20H27Cl2NO5",
  "method": "the ωB97M-V functional and the def2-TZVPD basis",
  "total_charge": 0,
  "smiles": "CC(=O)OC(=O)C[C@H]1CC(=O)N[C@H]1C[C@H](C)OCc1ccccc1.ClCCCl",
  "homo_lumo_gap_ev": 8.642,
  "e_homo_ha": -0.32380,
  "lumo_energy_ev": -0.169,
  "spin_multiplicity": 1,
  "species": ["C", "C", "O", "O", "C", "O", "C", "C", "C", "C", "O", "N", "C", "C", "C", "C", "O", "C", "C", "C", "C", "C", "C", "C", "H", "H", "H", "H", "H", "H", "H", "H", "H", "H", "H", "H", "H", "H", "H", "H", "H", "H", "H", "H", "H", "H", "H", "Cl", "C", "C", "Cl", "H", "H", "H", "H"],
  "coordinates": [[1.516, 4.451, 0.842], [0.126, 3.570, 0.738], [-0.684, 3.576, 1.801], [-0.290, 2.795, -0.442], [-1.377, 1.825, -0.083], [-2.684, 2.076, -0.229], [-0.814, 0.350, 0.470], [-2.032, -0.739, 0.361], [-2.706, -1.095, -1.090], [-3.721, -2.313, -0.556], [-4.758, -2.784, -1.303], [-3.328, -2.743, 0.872], [-1.875, -2.237, 1.006], [-1.055, -3.409, 0.231], [0.193, -4.087, 1.031], [0.117, -4.034, 2.664], [1.542, -3.600, 0.588], [1.586, -2.131, 0.564], [3.162, -1.582, 0.491], [3.863, -1.569, -1.003], [5.414, -1.008, -1.258], [6.258, -0.433, 0.033], [5.568, -0.475, 1.528], [4.019, -1.036, 1.779], [2.263, 4.023, 0.027], [1.279, 5.588, 0.607], [1.970, 4.385, 1.943], [0.124, 0.115, -0.204], [-0.542, 0.518, 1.610], [-2.891, -0.276, 1.048], [-3.254, -0.140, -1.501], [-2.019, -1.470, -1.960], [-4.031, -2.242, 1.464], [-1.803, -2.091, 2.162], [-0.679, -3.008, -0.829], [-1.817, -4.285, -0.038], [0.193, -5.244, 0.737], [0.709, -4.902, 3.203], [0.438, -2.982, 3.128], [-1.026, -4.196, 2.963], [1.059, -1.605, 1.469], [1.114, -1.807, -0.484], [3.305, -1.956, -1.962], [5.862, -1.001, -2.362], [7.350, 0.005, -0.105], [6.128, -0.094, 2.492], [3.497, -1.065, 2.827], [-2.979, 7.127, -2.869], [-3.721, 5.559, -3.273], [-2.792, 4.392, -2.980], [-1.390, 4.354, -4.080], [-4.016, 5.585, -4.327], [-4.628, 5.473, -2.668], [-3.327, 3.447, -3.118], [-2.416, 4.424, -1.953]],
  "mulliken_charge": [-0.8597, 0.6080, -0.5230, -0.3016, 0.3489, -0.5275, -0.1616, -0.1105, -0.6775, 0.3372, -0.5774, -0.5710, 0.4725, -0.9514, 0.1621, -0.9279, -0.3923, 0.2020, 0.2357, -0.4083, -0.4111, -0.3471, -0.3587, -0.3364, 0.2839, 0.2809, 0.2992, 0.1196, 0.3533, 0.1455, 0.3324, 0.2822, 0.3986, 0.4128, 0.1827, 0.3881, 0.3214, 0.3001, 0.1839, 0.2896, 0.1038, 0.0468, 0.2537, 0.2731, 0.2796, 0.2756, 0.2734, -0.1946, -0.4309, -0.2239, -0.1957, 0.3290, 0.3067, 0.2482, 0.1578]
}

***

{
  "formula": "C20H27ClN2O2",
  "method": "the ωB97M-V functional and the def2-TZVPD basis",
  "total_charge": 0,
  "smiles": "O=C1CC[C@@H](C(=O)N2CCCCCC2)CN1CCc1ccc(Cl)cc1",
  "homo_lumo_gap_ev": 9.323,
  "e_homo_ha": -0.32294,
  "lumo_energy_ev": 0.536,
  "spin_multiplicity": 1,
  "species": ["O", "C", "C", "C", "C", "C", "O", "N", "C", "C", "C", "C", "C", "C", "C", "N", "C", "C", "C", "C", "C", "C", "Cl", "C", "C", "H", "H", "H", "H", "H", "H", "H", "H", "H", "H", "H", "H", "H", "H", "H", "H", "H", "H", "H", "H", "H", "H", "H", "H", "H", "H", "H"],
  "coordinates": [[1.511, 2.891, -2.862], [1.119, 2.439, -1.804], [0.255, 3.213, -0.826], [-0.983, 2.382, -0.480], [-0.597, 0.996, 0.080], [-1.345, -0.118, -0.663], [-0.773, -0.818, -1.479], [-2.659, -0.278, -0.388], [-3.385, 0.389, 0.665], [-3.336, -0.387, 2.008], [-2.659, -1.752, 1.882], [-3.477, -2.777, 1.087], [-4.235, -2.189, -0.104], [-3.364, -1.366, -1.049], [0.916, 0.762, -0.087], [1.381, 1.185, -1.382], [2.087, 0.270, -2.247], [3.608, 0.308, -2.018], [3.951, -0.013, -0.594], [4.265, 0.998, 0.306], [4.529, 0.715, 1.635], [4.476, -0.599, 2.070], [4.797, -0.964, 3.732], [4.170, -1.625, 1.190], [3.911, -1.324, -0.135], [0.829, 3.432, 0.077], [-0.036, 4.156, -1.288], [-1.575, 2.257, -1.390], [-1.590, 2.937, 0.238], [-0.822, 0.931, 1.147], [-2.994, 1.395, 0.800], [-4.418, 0.496, 0.326], [-4.348, -0.520, 2.393], [-2.784, 0.201, 2.744], [-1.680, -1.624, 1.418], [-2.487, -2.148, 2.885], [-2.802, -3.560, 0.735], [-4.208, -3.247, 1.748], [-4.666, -3.008, -0.684], [-5.067, -1.585, 0.260], [-2.602, -1.997, -1.512], [-3.993, -0.950, -1.846], [1.451, 1.304, 0.704], [1.135, -0.300, 0.028], [1.687, -0.732, -2.084], [1.880, 0.575, -3.276], [3.967, 1.306, -2.275], [4.072, -0.414, -2.691], [4.304, 2.022, -0.036], [4.775, 1.504, 2.328], [4.138, -2.644, 1.540], [3.674, -2.123, -0.822]],
  "mulliken_charge": [-0.6989, 0.7141, -1.2216, -0.9495, 1.1854, 0.2883, -0.7356, 0.1548, -0.7612, -0.7697, -0.3998, -0.8096, -0.6323, -0.7811, -2.2038, 0.5268, -0.9342, -1.2889, 0.3067, -0.1899, -0.7868, 0.4130, -0.2297, -0.7933, -0.0458, 0.3599, 0.4473, 0.4488, 0.4606, 0.4661, 0.1292, 0.5429, 0.3927, 0.3956, 0.0887, 0.4685, 0.3498, 0.3307, 0.4221, 0.3006, 0.4385, 0.1963, 0.5628, 0.4504, 0.3159, 0.5521, 0.3866, 0.4445, 0.4150, 0.4205, 0.4157, 0.4408]
}